[1]
Entry from the OMol25 dataset: one molecule with the formula C4H8O3 (the ωB97M-V functional and the def2-TZVPD basis).

SMILES string = CO/C=C(\O)OC
Orbital gap = 8.82 eV
Energy relative to the best compared isomer or geometry (same formula, charge and spin) = 60.1 kcal per mole
2S+1 = 1
Lowest unoccupied orbital energy = 0.031 Eh
Energy = -382.868967 hartree

Cartesian coordinates (Å):
C (0.1410, 2.5827, -0.6870)
O (-0.3373, 1.8884, 0.4559)
C (0.4546, 0.7728, 0.6971)
C (-0.0521, -0.4304, 0.4109)
O (-1.3365, -0.6218, 0.0357)
O (0.6943, -1.5428, 0.4846)
C (0.0848, -2.7816, 0.1573)
H (-0.5170, 3.4376, -0.8605)
H (0.1406, 1.9251, -1.5661)
H (1.1684, 2.9374, -0.5254)
H (1.4748, 0.9165, 1.0327)
H (-1.7733, 0.2393, 0.1364)
H (-0.6904, -3.0497, 0.8804)
H (-0.3467, -2.7629, -0.8477)
H (0.8948, -3.5107, 0.1956)

[2]
Entry from the OMol25 dataset: a 2-piece molecular cluster, C4H8O3 overall (the ωB97M-V functional and the def2-TZVPD basis).

SMILES string = OC[C@H]1CO1.C=O
Orbital gap = 10.89 eV
Energy relative to the best compared isomer or geometry (same formula, charge and spin) = 75.7 kcal per mole
2S+1 = 1
Lowest unoccupied orbital energy = 0.022 Eh
Energy = -382.844136 hartree

Cartesian coordinates (Å):
O (-2.3417, -0.1303, 0.4065)
C (-2.0028, -0.2274, 1.5592)
C (0.3393, -0.1276, -1.1297)
C (1.0139, -0.9651, -0.0658)
O (1.8462, -0.1753, 0.7478)
C (0.0822, 1.2907, -0.9217)
O (1.2037, 0.8564, -1.6967)
H (-0.2810, -0.6698, -1.8437)
H (-2.6193, 0.1602, 2.3916)
H (-1.0514, -0.7103, 1.8505)
H (0.2641, -1.4350, 0.5777)
H (1.5787, -1.7758, -0.5524)
H (2.3408, 0.3855, 0.1288)
H (0.3357, 1.7440, 0.0352)
H (-0.7086, 1.7798, -1.4874)

[3]
Entry from the OMol25 dataset: one molecule with the formula C4H8O3 (the ωB97M-V functional and the def2-TZVPD basis).

SMILES string = O=C(CO)CCO
Orbital gap = 11.21 eV
Energy relative to the best compared isomer or geometry (same formula, charge and spin) = 30.5 kcal per mole
2S+1 = 1
Lowest unoccupied orbital energy = 0.029 Eh
Energy = -382.916155 hartree

Cartesian coordinates (Å):
O (-1.1005, 1.6214, -0.5425)
C (-1.6967, 0.3446, -0.6716)
C (-0.9037, -0.7243, 0.0997)
C (0.5681, -0.4832, -0.1360)
O (1.0562, -0.5017, -1.2540)
C (1.4214, -0.0967, 1.0495)
O (2.7391, 0.1556, 0.6789)
H (-0.3538, 1.6521, -1.1574)
H (-1.7880, 0.0568, -1.7265)
H (-2.7042, 0.4330, -0.2547)
H (-1.1677, -1.7238, -0.2650)
H (-1.1285, -0.6731, 1.1711)
H (0.9405, 0.7925, 1.4957)
H (1.3595, -0.9010, 1.8006)
H (2.7582, 0.0480, -0.2878)

[4]
Entry from the OMol25 dataset: one molecule with the formula C4H8O3 (the ωB97M-V functional and the def2-TZVPD basis).

SMILES string = C=C(C)C(O)(O)O
Orbital gap = 10.46 eV
Energy relative to the best compared isomer or geometry (same formula, charge and spin) = 26.8 kcal per mole
2S+1 = 1
Lowest unoccupied orbital energy = 0.025 Eh
Energy = -382.922161 hartree

Cartesian coordinates (Å):
C (0.0147, -0.6041, -0.6639)
C (-0.5572, 1.6405, 0.3455)
C (0.1002, 0.3163, 0.5462)
C (0.7429, -0.0430, 1.6437)
O (-1.3329, -0.6997, -1.0236)
O (0.5296, -1.8878, -0.4447)
O (0.7703, -0.0588, -1.6939)
H (-1.4024, -1.0946, -1.9018)
H (0.0485, -2.3043, 0.2782)
H (1.2045, -0.7847, -2.1585)
H (-1.6200, 1.4961, 0.1616)
H (-0.4178, 2.2751, 1.2156)
H (-0.1304, 2.1209, -0.5330)
H (1.2307, -0.9973, 1.7450)
H (0.8192, 0.6254, 2.4837)

[5]
Entry from the OMol25 dataset: one molecule with the formula C4H8O3 (the ωB97M-V functional and the def2-TZVPD basis).

SMILES string = OCC1(CO)CO1
Orbital gap = 11.06 eV
Energy relative to the best compared isomer or geometry (same formula, charge and spin) = 61.4 kcal per mole
2S+1 = 1
Lowest unoccupied orbital energy = 0.030 Eh
Energy = -382.866902 hartree

Cartesian coordinates (Å):
O (-2.2510, 0.0264, -0.6018)
C (-1.4253, -0.4551, 0.4265)
C (0.0082, -0.0210, 0.0760)
C (1.2363, -0.6922, 0.6390)
O (2.4052, -0.2136, 0.0210)
C (0.0426, 1.3590, -0.3790)
O (0.0763, 0.2461, -1.3282)
H (-1.6265, 0.0245, -1.3653)
H (-1.7156, 0.0048, 1.3800)
H (-1.5327, -1.5449, 0.5252)
H (1.3121, -0.4498, 1.7032)
H (1.1459, -1.7853, 0.5449)
H (2.2846, -0.3474, -0.9304)
H (0.9376, 1.9522, -0.4769)
H (-0.8978, 1.8963, -0.2343)

[6]
Entry from the OMol25 dataset: one molecule with the formula C4H8O3 in a non-equilibrium geometry (the ωB97M-V functional and the def2-TZVPD basis).

SMILES string = C[C@@H](O)CC(=O)O
Orbital gap = 10.85 eV
Energy relative to the best compared isomer or geometry (same formula, charge and spin) = 10.2 kcal per mole
2S+1 = 1
Lowest unoccupied orbital energy = 0.021 Eh
Energy = -382.948552 hartree

Cartesian coordinates (Å):
O (-1.9076, 2.0023, 1.1015)
C (-1.3148, 0.9744, 0.9275)
O (-1.8228, -0.2233, 1.3083)
C (0.0237, 0.8523, 0.2724)
C (0.3362, -0.5461, -0.3335)
C (1.3150, -0.4120, -1.4599)
O (0.8397, -1.4382, 0.6402)
H (-2.5890, -0.0673, 1.8869)
H (0.7744, 1.1114, 1.0270)
H (0.1431, 1.6163, -0.4921)
H (-0.6421, -0.9146, -0.6653)
H (2.2445, 0.0383, -1.1207)
H (0.9270, 0.2102, -2.2587)
H (1.5814, -1.3551, -1.9211)
H (0.0914, -1.8484, 1.0875)

[7]
Entry from the OMol25 dataset: one molecule with the formula C4H8O3 (the ωB97M-V functional and the def2-TZVPD basis).

SMILES string = C[C@@H](O)COC=O
Orbital gap = 11.27 eV
Energy relative to the best compared isomer or geometry (same formula, charge and spin) = 22.6 kcal per mole
2S+1 = 1
Lowest unoccupied orbital energy = 0.030 Eh
Energy = -382.928805 hartree

Cartesian coordinates (Å):
C (1.1583, -1.0815, 0.4063)
C (0.0168, -0.1807, 0.8382)
O (0.2881, 0.2561, 2.1628)
C (-0.1032, 1.0664, -0.0449)
O (-0.0089, 0.7894, -1.4522)
C (-1.0411, 0.1455, -1.9990)
O (-2.0317, -0.2226, -1.4214)
H (2.1004, -0.5234, 0.3840)
H (0.9738, -1.4923, -0.5906)
H (1.2598, -1.9096, 1.1126)
H (-0.9255, -0.7417, 0.8030)
H (-0.5355, 0.5744, 2.5516)
H (0.7399, 1.7270, 0.1675)
H (-1.0429, 1.5943, 0.1536)
H (-0.8484, -0.0014, -3.0717)

[8]
Entry from the OMol25 dataset: one molecule with the formula C4H8O3 in a non-equilibrium geometry (the ωB97M-V functional and the def2-TZVPD basis).

SMILES string = CCOC(=O)CO
Orbital gap = 10.79 eV
Energy relative to the best compared isomer or geometry (same formula, charge and spin) = 43.3 kcal per mole
2S+1 = 1
Lowest unoccupied orbital energy = 0.030 Eh
Energy = -382.895837 hartree

Cartesian coordinates (Å):
C (-2.6014, 0.0808, -0.0078)
C (-1.2788, -0.6421, -0.0783)
O (-0.2350, 0.3453, 0.0671)
C (1.0067, -0.1260, -0.0141)
O (1.3108, -1.2891, -0.2037)
C (2.0297, 0.9120, 0.1032)
O (3.3740, 0.2905, -0.0465)
H (-2.7168, 0.5919, 0.9517)
H (-2.6795, 0.8218, -0.8082)
H (-3.4202, -0.6374, -0.1154)
H (-1.1434, -1.1556, -1.0349)
H (-1.1778, -1.3856, 0.7185)
H (1.9335, 1.7952, -0.5094)
H (2.4805, 1.0486, 1.1523)
H (3.1176, -0.6501, -0.1744)

[9]
Entry from the OMol25 dataset: one molecule with the formula C4H8O3 in a non-equilibrium geometry (the ωB97M-V functional and the def2-TZVPD basis).

SMILES string = O=C(CO)CCO
Orbital gap = 10.25 eV
Energy relative to the best compared isomer or geometry (same formula, charge and spin) = 60.5 kcal per mole
2S+1 = 1
Lowest unoccupied orbital energy = 0.023 Eh
Energy = -382.868327 hartree

Cartesian coordinates (Å):
O (-1.3350, -1.1366, -0.8169)
C (-0.0891, -0.8758, -1.4430)
C (0.9129, -0.6287, -0.3316)
C (0.5539, 0.6258, 0.4386)
O (0.3838, 1.7028, -0.0841)
C (0.2998, 0.3346, 1.8894)
O (-0.1739, 1.3967, 2.6631)
H (-2.0251, -1.1222, -1.4905)
H (-0.1390, 0.0204, -2.0755)
H (0.2359, -1.7292, -2.0561)
H (1.9163, -0.4946, -0.7424)
H (0.9286, -1.4949, 0.3426)
H (-0.6051, -0.3843, 1.8065)
H (1.0708, -0.2594, 2.3867)
H (-0.9755, 0.8192, 2.6148)

[10]
Entry from the OMol25 dataset: one molecule with the formula C4H8O3 in a non-equilibrium geometry (the ωB97M-V functional and the def2-TZVPD basis).

SMILES string = C[C@@H](O)CC(=O)O
Orbital gap = 11.07 eV
Energy relative to the best compared isomer or geometry (same formula, charge and spin) = 21.1 kcal per mole
2S+1 = 1
Lowest unoccupied orbital energy = 0.025 Eh
Energy = -382.931185 hartree

Cartesian coordinates (Å):
O (-0.7664, 2.4417, -0.0150)
C (-0.0300, 1.5766, -0.3866)
O (1.3204, 1.6798, -0.1763)
C (-0.3671, 0.3418, -1.1543)
C (0.0061, -0.9544, -0.3545)
C (0.2186, -0.7580, 1.1738)
O (-1.1744, -1.8016, -0.4692)
H (1.5945, 2.4331, 0.3517)
H (0.1179, 0.3174, -2.1307)
H (-1.4373, 0.3802, -1.3124)
H (0.8637, -1.5284, -0.6988)
H (-0.3849, 0.0007, 1.6785)
H (1.2319, -0.3988, 1.4150)
H (0.1923, -1.7362, 1.6396)
H (-1.3852, -1.9941, 0.4392)

[11]
Entry from the OMol25 dataset: one molecule with the formula C4H8O3 (the ωB97M-V functional and the def2-TZVPD basis).

Orbital gap = 9.26 eV
Energy relative to the best compared isomer or geometry (same formula, charge and spin) = 76.6 kcal per mole
2S+1 = 1
Lowest unoccupied orbital energy = 0.031 Eh
Energy = -382.842696 hartree

Cartesian coordinates (Å):
C (-2.6548, -0.2451, 0.0018)
O (-1.5464, 0.5970, 0.3083)
C (-0.3417, 0.1061, -0.0263)
O (-0.2339, -0.9885, -0.6162)
C (0.7944, 0.8695, 0.4007)
C (2.0104, 0.4963, -0.3505)
O (2.2297, -0.8996, 0.3015)
H (-2.5401, -1.2247, 0.4735)
H (-3.5341, 0.2663, 0.3959)
H (-2.7506, -0.3850, -1.0784)
H (0.6761, 1.8588, 0.8226)
H (1.5782, -0.4091, 1.0750)
H (1.9239, 0.2700, -1.4160)
H (2.9076, 1.0760, -0.1337)
H (1.4814, -1.3878, -0.1582)

[12]
Entry from the OMol25 dataset: one molecule with the formula C4H8O3 in a non-equilibrium geometry (the ωB97M-V functional and the def2-TZVPD basis).

SMILES string = C[C@@H](O)[C@@H](O)C=O
Orbital gap = 10.80 eV
Energy relative to the best compared isomer or geometry (same formula, charge and spin) = 50.1 kcal per mole
2S+1 = 1
Lowest unoccupied orbital energy = 0.022 Eh
Energy = -382.884917 hartree

Cartesian coordinates (Å):
C (-0.2053, 0.3843, -1.6170)
C (-0.6673, -0.3012, -0.3378)
O (-1.3152, -1.5023, -0.6522)
C (0.2896, -0.3897, 0.8452)
O (1.5160, -1.0392, 0.7137)
C (0.4776, 1.0738, 1.2115)
O (1.5449, 1.4827, 1.6020)
H (-1.1279, 0.6316, -2.1484)
H (0.3111, 1.3181, -1.3696)
H (0.4278, -0.2001, -2.2918)
H (-1.4060, 0.4887, 0.1126)
H (-1.1173, -2.1594, 0.0257)
H (-0.3200, -0.8488, 1.6529)
H (2.1295, -0.5363, 1.2820)
H (-0.5376, 1.5980, 0.9712)

[13]
Entry from the OMol25 dataset: one molecule with the formula C4H8O3 in a non-equilibrium geometry (the ωB97M-V functional and the def2-TZVPD basis).

SMILES string = COC(=O)CCO
Orbital gap = 11.34 eV
Energy relative to the best compared isomer or geometry (same formula, charge and spin) = 37.9 kcal per mole
2S+1 = 1
Lowest unoccupied orbital energy = 0.030 Eh
Energy = -382.904345 hartree

Cartesian coordinates (Å):
C (-2.6551, -0.0851, 0.0426)
O (-1.5197, 0.7008, 0.3265)
C (-0.5012, 0.5447, -0.5507)
O (-0.6089, 0.7554, -1.7332)
C (0.5716, -0.1003, 0.3208)
C (1.9819, 0.0745, -0.1384)
O (2.8179, -0.6085, 0.7717)
H (-2.4027, -0.9315, -0.6106)
H (-2.9828, -0.4635, 1.0121)
H (-3.4090, 0.5382, -0.4287)
H (0.4533, 0.2526, 1.3541)
H (0.2818, -1.1649, 0.3642)
H (2.0612, -0.3111, -1.1616)
H (2.1848, 1.1543, -0.1465)
H (3.7268, -0.3556, 0.5778)

[14]
Entry from the OMol25 dataset: a 2-piece molecular cluster, C4H8O3 overall in a non-equilibrium geometry (the ωB97M-V functional and the def2-TZVPD basis).

Orbital gap = 9.49 eV
Energy relative to the best compared isomer or geometry (same formula, charge and spin) = 99.4 kcal per mole
2S+1 = 1
Lowest unoccupied orbital energy = 0.005 Eh
Energy = -382.806396 hartree

Cartesian coordinates (Å):
O (-1.2884, 2.5671, -0.8125)
C (-1.5086, 1.3143, -1.1578)
C (-0.9158, -1.3026, 0.2935)
C (0.5436, -1.0869, 0.0193)
O (1.1793, -1.7125, -0.8067)
C (1.2652, 0.0053, 0.8037)
O (2.5794, 0.1548, 0.3689)
H (-1.8603, 2.7304, -0.0394)
H (-0.7872, 1.1715, -2.0102)
H (-1.4648, -0.4758, -0.1535)
H (-1.2532, -2.2421, -0.1458)
H (-1.1182, -1.2669, 1.3711)
H (0.7008, 0.9476, 0.6933)
H (1.2263, -0.2592, 1.8736)
H (2.7020, -0.5448, -0.2975)

[15]
Entry from the OMol25 dataset: one molecule with the formula C4H8O3 (the ωB97M-V functional and the def2-TZVPD basis).

SMILES string = COC(=O)CCO
Orbital gap = 11.36 eV
Energy relative to the best compared isomer or geometry (same formula, charge and spin) = 22.7 kcal per mole
2S+1 = 1
Lowest unoccupied orbital energy = 0.034 Eh
Energy = -382.928677 hartree

Cartesian coordinates (Å):
C (0.9133, 1.5066, -2.2212)
O (0.2795, 1.3981, -0.9443)
C (0.0908, 0.1314, -0.5446)
O (0.5035, -0.8222, -1.1636)
C (-0.7354, 0.0242, 0.7141)
C (-0.1996, -1.0449, 1.6674)
O (-1.3169, -1.7061, 2.2345)
H (0.2747, 1.0604, -2.9887)
H (1.0474, 2.5731, -2.4003)
H (1.8725, 0.9842, -2.2236)
H (-0.8689, 1.0004, 1.1872)
H (-1.7198, -0.3230, 0.3786)
H (0.4282, -1.7423, 1.0983)
H (0.4232, -0.5883, 2.4526)
H (-0.9926, -2.4517, 2.7535)

[16]
Entry from the OMol25 dataset: one molecule with the formula C4H8O3 (the ωB97M-V functional and the def2-TZVPD basis).

SMILES string = O=C(CO)CCO
Orbital gap = 10.76 eV
Energy relative to the best compared isomer or geometry (same formula, charge and spin) = 33.3 kcal per mole
2S+1 = 1
Lowest unoccupied orbital energy = 0.021 Eh
Energy = -382.911786 hartree

Cartesian coordinates (Å):
O (-0.8219, 1.5318, -0.8073)
C (-1.5804, 0.3384, -0.7500)
C (-0.8894, -0.7921, 0.0442)
C (0.6121, -0.6976, -0.1121)
O (1.2052, -1.2261, -1.0308)
C (1.3939, 0.1124, 0.9078)
O (2.7363, 0.2030, 0.5522)
H (-1.0134, 2.0695, -0.0314)
H (-1.7055, 0.0189, -1.7870)
H (-2.5790, 0.5238, -0.3333)
H (-1.2130, -1.7574, -0.3591)
H (-1.1609, -0.7546, 1.1066)
H (0.9297, 1.1076, 0.9771)
H (1.2738, -0.3674, 1.8944)
H (2.8125, -0.3101, -0.2715)

[17]
Entry from the OMol25 dataset: a 2-piece molecular cluster, C4H8O3 overall (the ωB97M-V functional and the def2-TZVPD basis).

SMILES string = O=CCC(=O)CO.[H][H]
Orbital gap = 10.70 eV
Energy relative to the best compared isomer or geometry (same formula, charge and spin) = 56.8 kcal per mole
2S+1 = 1
Lowest unoccupied orbital energy = 0.011 Eh
Energy = -382.874262 hartree

Cartesian coordinates (Å):
O (-1.4428, 1.6747, -1.0271)
C (-0.8558, 0.7216, -1.4756)
C (-0.6238, -0.5862, -0.7311)
C (0.8381, -0.5868, -0.3217)
O (1.7271, -0.7540, -1.1311)
C (1.1685, -0.2763, 1.1201)
O (2.5421, -0.1912, 1.3221)
H (-2.4637, 1.2064, 0.9135)
H (-0.3842, 0.7769, -2.4715)
H (-2.7550, 0.8611, 1.5073)
H (-0.7901, -1.4239, -1.4167)
H (-1.2921, -0.6586, 0.1297)
H (0.6498, 0.6633, 1.3802)
H (0.7307, -1.0698, 1.7461)
H (2.9512, -0.3572, 0.4558)